No. 1
This record from the Open Molecules 2025 dataset describes one molecule with the formula C2H6N2O. The level of theory is ωB97M-V/def2-TZVPD.

XYZ file:
```
11
Properties=species:S:1:pos:R:3:forces:R:3:mulliken_charge:R:1
C 0.7129 1.1538 -1.0530 0.96 0.05 2.04 -0.59
N 0.6192 0.2447 0.4455 -0.45 0.43 -2.03 -0.37
C -0.4673 -0.5091 0.1978 -0.52 -0.26 -0.49 0.58
N -1.0357 -1.2929 1.1840 0.10 -0.13 0.12 -0.49
O -0.9537 -0.4564 -0.9232 -1.18 -0.88 0.06 -0.62
H 0.5069 0.7399 -2.0787 0.12 -0.53 1.87 0.25
H 0.0600 2.0142 -0.9049 0.24 -0.16 0.13 0.27
H 1.7549 1.3711 -0.9643 0.57 0.78 -0.19 0.29
H 0.8759 0.3989 1.4478 0.06 0.63 -1.75 0.21
H -0.4145 -1.6867 1.8673 0.12 -0.01 0.18 0.22
H -1.6585 -1.9777 0.7818 -0.02 0.09 0.06 0.26
```
Forces are in eV/Å.

Its electronic energy is -7197.8701 eV. For the gap between HOMO and LUMO, the calculation gives 10.39 eV. As for the SMILES: CNC(N)=O. The multiplicity is 1. The calculation puts the HOMO energy at -9.49 eV. The LUMO energy is 0.90 eV.

No. 2
This record from the Open Molecules 2025 dataset describes a 7-piece molecular cluster, C30H65NO14 overall. The level of theory is ωB97M-V/def2-TZVPD.

XYZ file:
```
110
Properties=species:S:1:pos:R:3:forces:R:3:mulliken_charge:R:1
O 8.2700 -20.4185 14.0448 -0.08 0.21 -0.14 -0.45
N 9.3642 -19.8840 14.0322 -0.32 -0.43 0.38 1.17
O 9.5558 -18.6992 13.8779 0.21 0.05 -0.14 -0.63
C 10.5023 -20.7732 14.2520 1.22 -0.68 0.74 -0.16
C 11.7676 -20.2483 14.4729 -0.02 0.74 -0.68 -0.44
C 12.8775 -21.0682 14.6315 -0.09 0.16 -0.46 -0.45
C 12.7332 -22.4400 14.5630 -0.31 0.09 0.29 -0.52
C 11.4529 -22.9644 14.4087 0.01 -0.48 0.92 -0.51
C 10.3360 -22.1570 14.3520 -0.52 0.53 -0.68 -0.12
H 11.9113 -19.1754 14.4268 -0.12 -0.03 0.08 0.43
H 13.8550 -20.6098 14.6957 -0.01 -0.04 0.27 0.38
H 13.5812 -23.0872 14.7407 0.01 -0.07 -0.26 0.39
H 11.2982 -24.0307 14.5231 0.06 -0.02 -0.24 0.40
H 9.3374 -22.5736 14.3547 0.04 -0.03 -0.16 0.52
C 8.9061 -17.8354 18.2612 1.13 0.42 -0.20 -0.72
O 7.9446 -17.0786 17.5828 -0.30 -0.24 0.14 -0.47
C 8.0288 -17.1955 16.1711 0.14 1.04 0.37 0.39
C 7.2695 -15.9793 15.6076 -0.59 0.04 -0.73 -0.53
O 7.8644 -15.3156 14.4916 0.69 -0.64 0.95 -0.36
C 9.1233 -14.7317 14.8183 -0.34 0.02 -1.14 -0.67
H 9.9065 -17.3745 18.1601 -0.14 0.16 -0.03 0.28
H 9.0690 -18.8374 17.8465 -0.60 -0.20 0.27 0.26
H 8.6811 -17.8116 19.3241 -0.23 -0.38 -0.04 0.29
H 7.6176 -18.1541 15.8491 0.03 0.00 -0.16 -0.05
H 9.0829 -17.1144 15.8883 -0.05 -0.24 -0.21 0.15
H 7.0932 -15.2409 16.3947 0.22 -0.17 0.28 0.36
H 6.2861 -16.2687 15.2322 0.03 -0.13 0.10 0.27
H 9.4230 -14.3349 13.8454 0.29 0.43 0.37 0.24
H 9.9102 -15.4296 15.1169 -0.24 -0.25 0.11 0.24
H 9.0327 -13.9586 15.5848 -0.07 0.11 -0.05 0.32
C 0.5158 -30.1010 13.7821 -0.20 0.11 1.77 -0.47
O 0.1067 -29.0591 12.9428 0.45 -0.44 -1.22 -0.32
C -0.2059 -27.8632 13.6193 -1.01 -0.74 1.00 -0.39
C -0.3075 -26.7648 12.6063 -0.27 0.80 -0.55 -0.26
O -0.7137 -25.5304 13.1956 0.55 -0.24 0.10 -0.35
C -0.4687 -24.4870 12.2763 0.37 -0.87 -0.98 -0.61
H 1.4473 -29.8315 14.2913 -0.01 0.03 0.13 0.03
H 0.6709 -31.1080 13.3965 -0.12 0.46 -1.22 0.30
H -0.2564 -30.2696 14.5454 0.09 0.15 0.24 0.34
H 0.4599 -27.6809 14.4721 0.47 0.28 -0.42 0.25
H -1.1843 -27.9994 14.1085 -0.06 0.14 -0.09 0.27
H -1.0610 -26.9945 11.8433 0.05 -0.45 0.02 0.30
H 0.6330 -26.6326 12.0574 0.17 -0.06 0.24 0.21
H -0.6858 -23.5273 12.7257 -0.02 0.04 0.01 0.28
H -1.0039 -24.6592 11.3288 -0.71 0.29 0.34 0.32
H 0.5526 -24.5696 11.8744 0.31 0.48 0.67 0.18
C 8.5380 -18.4004 7.4143 -0.21 0.04 -0.51 -0.80
O 8.3010 -19.6140 8.0869 0.31 -0.02 0.05 -0.29
C 9.1916 -19.7856 9.1589 0.35 0.02 0.55 -0.80
C 8.5931 -20.6342 10.2637 0.04 0.61 -0.63 0.14
O 8.0997 -21.8246 9.6833 -0.19 0.09 0.76 -0.38
C 8.0294 -22.8674 10.6317 1.00 -0.22 0.72 -0.05
H 9.5608 -18.2885 7.0335 0.15 -0.13 0.36 0.31
H 8.2810 -17.5596 8.0660 0.09 0.13 -0.12 0.33
H 7.9177 -18.3879 6.5173 -0.24 0.02 0.21 0.24
H 9.4860 -18.8170 9.5820 -0.20 0.10 0.13 0.41
H 10.1444 -20.2492 8.8767 -0.10 -0.14 -0.56 0.29
H 7.8274 -20.0613 10.7972 -0.37 -0.23 -0.08 0.09
H 9.3966 -20.7935 10.9927 0.09 -0.37 -0.01 0.14
H 7.1789 -23.5319 10.4936 0.04 0.07 -0.34 0.23
H 8.0153 -22.5183 11.6741 -0.46 0.34 -0.17 -0.27
H 8.9845 -23.4167 10.6174 -0.29 -0.35 -0.32 0.31
C 9.1758 -26.0098 12.1718 1.06 -1.08 0.19 -0.70
O 7.7978 -26.1266 12.0022 -0.32 0.97 -0.16 -0.01
C 7.3534 -27.2655 11.3039 0.09 0.12 0.65 -0.64
C 5.8718 -27.4763 11.5513 -0.75 0.16 -0.84 -0.23
O 4.9333 -26.6463 10.8729 0.37 0.76 0.24 -0.17
C 5.1119 -26.5179 9.5031 -0.29 -0.23 -1.44 -0.89
H 9.8442 -26.0155 11.2972 -0.75 0.24 -0.62 0.38
H 9.5415 -26.9040 12.6996 0.01 0.23 0.48 0.38
H 9.4248 -25.1024 12.7151 -0.32 0.00 0.23 -0.06
H 7.8188 -28.1583 11.7490 0.22 0.00 -0.29 0.41
H 7.6344 -27.1591 10.2511 -0.15 -0.36 -0.03 0.41
H 5.5997 -27.2779 12.5866 0.44 -0.44 0.18 -0.22
H 5.6397 -28.5065 11.2469 0.10 -0.12 0.31 0.49
H 4.3375 -25.8862 9.0595 -0.15 0.07 0.54 0.27
H 4.9906 -27.4787 8.9762 0.25 -0.09 0.17 0.35
H 6.0488 -26.0611 9.1616 0.18 -0.11 0.43 0.25
C 3.1140 -24.2828 13.7503 0.01 -0.95 -0.67 -0.69
O 4.3826 -24.2128 14.3823 -0.22 -0.11 -0.80 -0.28
C 5.3728 -23.7359 13.4977 0.76 1.74 0.25 -0.19
C 5.7451 -22.3014 13.8757 -0.86 -0.49 0.34 0.37
O 4.5842 -21.4828 13.7259 0.61 -0.04 -0.30 -0.41
C 4.9454 -20.1192 13.6932 -0.46 0.20 0.35 -0.56
H 2.5357 -25.0405 14.2787 -0.26 0.37 0.23 0.28
H 3.2336 -24.6780 12.7329 0.09 -0.11 0.01 0.22
H 2.5802 -23.3422 13.6067 0.15 0.21 0.63 0.28
H 5.0866 -23.6267 12.4470 -0.51 -0.69 0.04 0.27
H 6.2878 -24.3321 13.5339 -0.16 -0.33 0.14 0.15
H 6.5505 -21.9629 13.2205 0.09 0.14 0.13 -0.39
H 6.0187 -22.2672 14.9341 0.46 0.07 -0.01 0.28
H 5.4033 -19.7746 14.6297 0.17 -0.25 0.01 0.23
H 4.0193 -19.5508 13.5992 0.08 0.00 -0.30 0.32
H 5.6387 -19.9073 12.8751 -0.07 0.08 -0.07 0.13
C 3.8681 -28.0667 15.2457 1.13 1.33 -1.18 -0.56
O 4.2595 -28.2587 16.5748 -0.11 -0.78 -0.05 -0.45
C 4.6199 -27.0584 17.2224 -2.47 0.59 0.42 -0.22
C 5.3653 -27.3680 18.4979 1.41 0.68 -0.80 -0.44
O 5.8225 -26.1045 18.9540 -0.84 0.26 0.43 -0.25
C 6.6400 -26.1537 20.0841 1.11 0.05 0.00 -0.77
H 3.6378 -28.9371 14.6364 -0.10 -0.61 0.85 0.36
H 4.7374 -27.6240 14.7409 -0.02 0.11 -0.27 0.25
H 3.0759 -27.3319 15.0698 -0.33 -0.05 0.54 0.19
H 3.6801 -26.5708 17.5502 -0.06 -0.19 0.15 0.18
H 4.9492 -26.2396 16.5733 1.24 -0.61 -0.17 0.22
H 6.2650 -27.9622 18.2886 -0.22 -0.37 0.01 0.31
H 4.7180 -27.8895 19.2045 0.02 0.04 0.15 0.29
H 7.5956 -26.6278 19.8074 -0.14 -0.30 0.27 0.32
H 6.2164 -26.6429 20.9669 -0.23 -0.20 -0.21 0.28
H 6.9281 -25.1452 20.3872 -0.38 0.12 -0.20 0.25
```
Forces are in eV/Å.

Its electronic energy is -62307.0958 eV. For the gap between HOMO and LUMO, the calculation gives 8.28 eV. As for the SMILES: O=[N+]([O-])c1ccccc1.COCCOC.COCCOC.COCCOC.COCCOC.COCCOC.COCCOC. The multiplicity is 1. The calculation puts the HOMO energy at -9.20 eV. The LUMO energy is -0.92 eV.

No. 3
This record from the Open Molecules 2025 dataset describes C3H6I2 as an isolated structure. The level of theory is ωB97M-V/def2-TZVPD.

XYZ file:
```
11
Properties=species:S:1:pos:R:3:forces:R:3:mulliken_charge:R:1
C 1.1492 0.6121 -0.4527 1.56 -1.03 3.95 -1.47
C -1.0260 -0.5383 -0.3107 -0.48 0.91 2.23 -1.14
C 0.2285 -0.0112 0.6073 -0.51 -3.57 -3.72 -0.12
I -2.7905 -1.3834 0.8802 1.21 0.30 -0.79 -0.02
I -0.3615 1.0828 2.2081 -0.08 0.98 0.97 0.20
H 2.0739 0.9295 0.0277 -0.17 0.85 0.20 0.38
H 1.5632 -0.0768 -1.0984 0.23 -2.19 -1.53 0.47
H 0.7055 1.3100 -1.0102 -1.63 3.18 -1.89 0.47
H -1.5211 0.3584 -0.7250 0.36 -0.69 -0.19 0.46
H -0.7927 -1.3400 -1.0202 0.12 0.49 0.23 0.48
H 0.7716 -0.9432 0.8938 -0.62 0.78 0.53 0.30
```
Forces are in eV/Å.

Its electronic energy is -19408.6297 eV. For the gap between HOMO and LUMO, the calculation gives 9.16 eV. The multiplicity is 1. The calculation puts the HOMO energy at -9.02 eV. The LUMO energy is 0.14 eV.

No. 4
This record from the Open Molecules 2025 dataset describes C59H58ClNO3P2SiTeTl as an isolated structure. The level of theory is ωB97M-V/def2-TZVPD.

XYZ file:
```
127
Properties=species:S:1:pos:R:3:forces:R:3:mulliken_charge:R:1
Tl -0.7554 0.3979 0.4385 -0.01 0.02 -0.59 1.35
C -3.7872 0.5405 2.7713 -0.20 -0.04 -0.10 -1.41
Si -1.9321 0.2769 2.9073 0.39 -0.06 -0.08 0.74
C -1.3573 1.6481 4.1085 -0.28 -0.12 0.12 0.63
C -2.2394 2.1604 5.0661 0.07 0.05 0.04 -0.55
C -1.8967 3.2299 5.8809 0.04 -0.06 -0.05 -0.94
C -0.6456 3.8165 5.7450 -0.02 0.00 0.01 -0.88
C 0.2409 3.3301 4.7975 0.03 0.03 0.02 -0.89
C -0.1050 2.2566 3.9818 0.20 0.15 -0.11 0.31
P 1.0067 1.5715 2.6811 -0.07 -0.12 0.29 1.94
C 2.1315 2.9692 2.3076 -0.03 -0.04 -0.03 -0.06
C 1.8572 3.6325 1.1112 0.05 -0.01 -0.03 -0.47
C 2.6226 4.7244 0.7220 -0.01 -0.02 0.03 -0.89
C 3.6769 5.1538 1.5152 0.01 0.00 0.02 -0.55
C 3.9706 4.4843 2.6977 -0.02 -0.01 -0.03 -0.77
C 3.2017 3.3973 3.0892 0.06 0.02 0.05 -0.35
C 2.0369 0.4826 3.7571 -0.07 0.02 0.01 0.47
C 3.3343 0.1294 3.3818 0.04 0.03 -0.02 -0.30
C 4.0880 -0.7358 4.1562 -0.03 -0.02 0.05 -0.85
C 3.5545 -1.2892 5.3161 0.02 0.00 -0.03 -0.58
C 2.2565 -0.9738 5.6843 0.00 0.01 -0.05 -0.64
C 1.5056 -0.0946 4.9093 0.04 0.02 0.05 -0.55
C -1.7799 -1.4124 3.8400 -0.12 0.15 0.16 0.09
C -2.3644 -1.4992 5.1150 0.11 -0.02 0.00 -0.31
C -2.3059 -2.6508 5.8811 0.03 0.02 -0.04 -0.91
C -1.6541 -3.7725 5.3797 0.01 0.02 -0.02 -0.80
C -1.0854 -3.7187 4.1202 0.06 -0.05 0.03 -0.27
C -1.1429 -2.5575 3.3444 0.07 -0.10 -0.21 0.42
P -0.4684 -2.5374 1.6084 -0.09 0.00 0.29 1.41
C 1.0378 -3.5589 1.7422 -0.04 -0.01 -0.07 0.29
C 1.9058 -3.4198 2.8226 0.00 0.06 0.05 -0.53
C 3.1323 -4.0641 2.8306 0.01 -0.02 -0.02 -0.61
C 3.5201 -4.8479 1.7517 -0.01 -0.01 0.00 -0.65
C 2.6742 -4.9716 0.6585 0.00 0.02 0.01 -0.73
C 1.4453 -4.3275 0.6529 0.02 -0.03 -0.03 -0.70
C -1.6517 -3.7080 0.8089 0.05 0.08 -0.02 0.03
C -1.7191 -5.0824 1.0340 -0.02 -0.09 0.01 -0.08
C -2.6616 -5.8631 0.3835 0.01 0.06 0.00 -0.72
C -3.5561 -5.2777 -0.5076 0.00 -0.04 0.01 -0.60
C -3.4918 -3.9160 -0.7502 0.04 0.04 0.05 -0.56
C -2.5388 -3.1386 -0.1005 -0.06 -0.03 -0.04 -0.25
H -4.3270 0.3437 3.7024 -0.01 0.00 0.03 0.31
H -4.1927 -0.1245 2.0043 -0.04 0.00 0.00 0.30
H -3.9713 1.5722 2.4640 0.00 0.01 -0.03 0.32
H -3.2294 1.7294 5.1637 -0.03 0.00 0.00 0.19
H -2.6068 3.6129 6.6053 0.00 0.01 0.01 0.35
H -0.3630 4.6599 6.3647 -0.01 0.01 0.01 0.34
H 1.2079 3.8070 4.6853 -0.03 -0.01 -0.02 0.36
H 1.0497 3.2776 0.4759 0.00 0.03 0.00 0.31
H 2.3988 5.2256 -0.2116 0.00 0.01 -0.01 0.50
H 4.2775 6.0025 1.2093 0.01 0.00 -0.01 0.36
H 4.8021 4.8056 3.3140 0.01 0.02 0.01 0.39
H 3.4408 2.8730 4.0082 -0.01 0.00 -0.02 0.46
H 3.7449 0.5197 2.4611 -0.02 0.00 -0.01 0.48
H 5.0902 -0.9992 3.8398 0.02 0.00 0.00 0.34
H 4.1440 -1.9721 5.9172 0.01 -0.01 0.01 0.38
H 1.8176 -1.4089 6.5742 -0.01 -0.01 0.01 0.39
H 0.4946 0.1409 5.2157 -0.01 0.01 0.01 0.22
H -2.8634 -0.6274 5.5255 -0.01 0.01 0.00 0.21
H -2.7601 -2.6750 6.8655 0.00 0.00 0.01 0.38
H -1.5903 -4.6825 5.9650 0.00 0.00 0.01 0.39
H -0.5692 -4.5915 3.7364 -0.01 0.01 0.00 0.21
H 1.6361 -2.7774 3.6530 0.00 0.00 -0.01 0.27
H 3.7969 -3.9288 3.6750 0.00 0.00 0.02 0.41
H 4.4825 -5.3463 1.7561 0.01 0.01 -0.01 0.36
H 2.9762 -5.5561 -0.2023 0.00 -0.01 0.00 0.39
H 0.8043 -4.4106 -0.2173 -0.01 0.00 -0.01 0.34
H -1.0154 -5.5523 1.7104 0.00 0.01 0.01 0.22
H -2.6980 -6.9299 0.5692 0.00 -0.02 0.00 0.39
H -4.2920 -5.8881 -1.0177 -0.01 -0.01 0.00 0.37
H -4.1658 -3.4488 -1.4559 0.00 -0.01 0.06 0.51
H -2.4722 -2.0772 -0.3192 0.00 0.00 0.00 0.06
C 3.2431 -1.1242 -0.8602 -0.10 0.08 0.00 -1.79
C 1.9387 -0.6546 -0.1832 0.28 0.10 -0.35 0.94
O 1.9570 -0.6319 1.0819 -0.03 -0.17 0.22 -0.10
N 0.9487 -0.2991 -0.9595 -0.30 0.18 0.36 -0.26
Te 1.1325 0.8421 -3.1052 0.04 -0.27 -0.10 0.41
C -0.6800 -0.2226 -3.4536 -0.03 0.04 0.10 -0.24
C -1.8720 0.4789 -3.6823 -0.08 0.02 0.01 1.47
C -1.9599 1.9816 -3.6799 0.05 -0.01 0.02 -1.25
C -3.0545 -0.2339 -3.8951 0.00 0.05 -0.02 -1.31
C -3.0994 -1.6167 -3.8769 0.03 -0.01 -0.01 0.79
C -4.3810 -2.3635 -4.1422 0.00 0.00 -0.02 -1.60
C -1.9154 -2.2944 -3.6240 0.00 -0.01 0.00 -0.70
C -0.7120 -1.6263 -3.4130 -0.01 -0.06 -0.07 1.60
C 0.5058 -2.4606 -3.1468 0.03 0.00 0.02 -1.09
C 0.9762 1.7330 -5.1607 -0.02 0.11 0.11 -0.96
C 0.9644 3.1270 -5.3185 -0.05 0.00 -0.04 1.42
C 0.8671 4.0976 -4.1604 -0.01 0.01 -0.03 -1.81
C 0.9890 3.6938 -6.5977 -0.02 0.03 0.05 -0.92
C 1.0128 2.9205 -7.7427 0.02 -0.02 -0.01 0.95
C 1.0589 3.5465 -9.1125 -0.01 -0.01 -0.01 -1.54
C 1.0115 1.5385 -7.5867 0.01 0.03 -0.01 -0.89
C 0.9993 0.9459 -6.3292 0.01 -0.05 0.00 1.48
C 0.9995 -0.5594 -6.2602 0.00 0.01 -0.01 -1.30
H 3.8983 -1.5756 -0.1159 0.00 -0.02 0.04 0.31
H 3.7503 -0.2681 -1.3133 0.00 0.02 0.02 0.35
H 3.0489 -1.8378 -1.6612 -0.05 -0.02 -0.05 0.22
H -1.4610 2.4022 -2.8043 -0.01 0.00 0.03 -0.03
H -3.0079 2.2868 -3.6640 0.00 0.03 0.02 0.44
H -1.4921 2.4087 -4.5688 0.00 -0.02 -0.02 0.12
H -3.9704 0.3247 -4.0651 -0.01 0.00 0.00 0.22
H -5.2420 -1.6957 -4.0918 0.00 0.01 0.01 0.31
H -4.5317 -3.1685 -3.4202 0.00 0.01 -0.07 0.31
H -4.3732 -2.8215 -5.1351 0.01 0.01 -0.01 0.36
H -1.9211 -3.3800 -3.5798 0.00 -0.01 -0.01 0.22
H 0.2949 -3.5129 -3.3443 0.02 -0.04 -0.01 0.48
H 0.8125 -2.3294 -2.1081 0.01 0.00 0.04 -0.52
H 1.3481 -2.1378 -3.7618 0.00 -0.03 0.03 0.03
H 0.8641 3.6071 -3.1911 0.02 -0.05 0.00 -0.11
H -0.0645 4.6660 -4.2298 0.00 0.03 -0.03 0.33
H 1.6903 4.8166 -4.1897 0.01 0.00 0.02 0.54
H 0.9718 4.7776 -6.6900 0.01 0.01 0.00 0.28
H 0.8681 4.6190 -9.0596 -0.01 0.01 0.01 0.35
H 0.3141 3.1039 -9.7775 -0.01 -0.01 -0.01 0.34
H 2.0362 3.4074 -9.5828 0.01 -0.01 0.00 0.29
H 1.0267 0.9042 -8.4700 0.00 -0.01 -0.01 0.31
H 1.3115 -0.9900 -7.2139 0.00 -0.02 -0.02 0.40
H 0.0068 -0.9449 -6.0164 -0.01 0.01 0.01 0.19
H 1.6688 -0.9093 -5.4738 0.03 0.03 -0.03 0.07
Cl -3.4332 5.6870 0.9813 0.10 -0.06 -0.07 -0.28
C -2.1681 4.9638 -0.0847 -0.07 0.13 -0.03 -0.63
C -1.6039 3.6065 0.3728 -0.08 -0.01 0.07 0.19
O -1.0390 3.0017 -0.5705 0.23 -0.02 -0.13 -0.26
O -1.6968 3.2682 1.5566 -0.08 -0.02 0.17 -0.45
H -1.3480 5.6789 -0.1193 -0.01 0.01 0.00 0.27
H -2.5967 4.8657 -1.0777 -0.03 0.01 0.04 0.26
```
Forces are in eV/Å.

Its electronic energy is -120723.5904 eV. As for the net charge: -2. For the gap between HOMO and LUMO (alpha / beta), the calculation gives 4.04 / 5.65 eV. The multiplicity is 2. The calculation puts the HOMO energy (alpha / beta) at -0.04 / -1.66 eV. The LUMO energy (alpha / beta) is 4.00 / 4.00 eV.

Copy entry 3 word for word.
This record from the Open Molecules 2025 dataset describes C3H6I2 as an isolated structure. The level of theory is ωB97M-V/def2-TZVPD.

XYZ file:
```
11
Properties=species:S:1:pos:R:3:forces:R:3:mulliken_charge:R:1
C 1.1492 0.6121 -0.4527 1.56 -1.03 3.95 -1.47
C -1.0260 -0.5383 -0.3107 -0.48 0.91 2.23 -1.14
C 0.2285 -0.0112 0.6073 -0.51 -3.57 -3.72 -0.12
I -2.7905 -1.3834 0.8802 1.21 0.30 -0.79 -0.02
I -0.3615 1.0828 2.2081 -0.08 0.98 0.97 0.20
H 2.0739 0.9295 0.0277 -0.17 0.85 0.20 0.38
H 1.5632 -0.0768 -1.0984 0.23 -2.19 -1.53 0.47
H 0.7055 1.3100 -1.0102 -1.63 3.18 -1.89 0.47
H -1.5211 0.3584 -0.7250 0.36 -0.69 -0.19 0.46
H -0.7927 -1.3400 -1.0202 0.12 0.49 0.23 0.48
H 0.7716 -0.9432 0.8938 -0.62 0.78 0.53 0.30
```
Forces are in eV/Å.

Its electronic energy is -19408.6297 eV. For the gap between HOMO and LUMO, the calculation gives 9.16 eV. The multiplicity is 1. The calculation puts the HOMO energy at -9.02 eV. The LUMO energy is 0.14 eV.